1.
This record from the Open Molecules 2025 dataset describes a cluster of 12 separate species, C45H84O27S9 in total. The level of theory is ωB97M-V/def2-TZVPD.

Atoms and positions in Å:
O1 -4.560 0.464 23.623
S1 -4.936 1.381 24.683
O2 -5.937 1.065 25.688
C1 -3.339 1.619 25.580
C2 -2.719 2.841 24.930
C3 -3.894 3.786 24.839
C4 -5.080 3.033 24.149
H1 -2.824 0.704 25.355
H2 -3.456 1.761 26.658
H3 -1.814 3.248 25.430
H4 -2.470 2.567 23.886
H5 -3.668 4.623 24.113
H6 -4.136 4.238 25.819
H7 -4.936 3.016 23.055
H8 -6.129 3.391 24.235
O3 -5.042 11.515 21.871
S2 -5.886 12.589 22.329
O4 -5.275 13.895 22.368
C5 -7.319 12.595 21.238
C6 -8.478 12.648 22.323
C7 -8.104 11.660 23.438
C8 -6.639 12.036 23.813
H9 -7.378 11.586 20.793
H10 -7.320 13.428 20.541
H11 -8.438 13.644 22.728
H12 -9.465 12.507 21.923
H13 -8.367 10.671 22.956
H14 -8.801 11.694 24.366
H15 -5.991 11.275 24.198
H16 -6.819 12.966 24.398
O5 -6.339 12.260 27.021
S3 -7.075 11.025 27.219
O6 -7.949 10.550 26.160
C9 -5.968 9.661 27.515
C10 -6.439 8.950 28.775
C11 -6.940 10.077 29.689
C12 -7.902 10.875 28.863
H17 -4.982 10.053 27.460
H18 -6.039 9.006 26.646
H19 -7.236 8.275 28.440
H20 -5.633 8.383 29.245
H21 -6.170 10.722 30.051
H22 -7.660 9.679 30.408
H23 -8.152 11.886 29.195
H24 -8.814 10.350 28.641
O7 -1.098 6.165 21.900
S4 -1.789 5.148 21.162
O8 -2.739 4.283 21.860
C13 -2.677 5.830 19.769
C14 -2.026 5.225 18.537
C15 -1.420 3.887 18.929
C16 -0.621 4.123 20.219
H25 -2.543 6.900 19.787
H26 -3.699 5.558 19.875
H27 -2.805 5.146 17.781
H28 -1.335 5.881 18.098
H29 -0.951 3.323 18.130
H30 -2.206 3.139 19.220
H31 0.354 4.676 20.145
H32 -0.523 3.266 20.862
O9 -10.409 9.498 17.727
S5 -10.336 8.854 19.034
O10 -9.566 9.483 20.114
C17 -11.980 8.435 19.545
C18 -11.966 6.874 19.500
C19 -10.522 6.340 19.756
C20 -9.605 7.201 18.894
H33 -12.671 8.865 18.836
H34 -12.057 8.828 20.521
H35 -12.681 6.397 20.129
H36 -12.191 6.649 18.453
H37 -10.348 5.281 19.481
H38 -10.252 6.563 20.750
H39 -9.630 6.802 17.893
H40 -8.619 7.398 19.271
O11 -5.402 7.907 15.198
S6 -5.158 7.837 16.587
O12 -4.677 6.584 17.129
C21 -3.979 9.113 17.092
C22 -4.515 9.533 18.426
C23 -6.040 9.651 18.370
C24 -6.525 8.331 17.726
H41 -4.026 9.900 16.392
H42 -2.997 8.723 17.129
H43 -4.284 8.842 19.281
H44 -4.175 10.536 18.744
H45 -6.408 10.527 17.842
H46 -6.493 9.698 19.367
H47 -7.400 8.439 17.097
H48 -6.592 7.539 18.452
O13 -3.059 4.323 28.323
S7 -3.376 5.706 28.641
O14 -4.342 6.040 29.667
C25 -1.814 6.661 28.894
C26 -1.406 7.337 27.585
C27 -2.450 6.951 26.467
C28 -3.746 6.603 27.147
H49 -1.098 5.875 29.241
H50 -2.035 7.387 29.640
H51 -1.422 8.374 27.848
H52 -0.422 7.032 27.288
H53 -2.130 6.089 25.875
H54 -2.589 7.890 25.834
H55 -4.458 5.990 26.624
H56 -4.272 7.512 27.387
O15 -5.977 7.207 20.403
S8 -6.872 6.587 21.364
O16 -7.631 5.466 20.856
C29 -6.053 5.996 22.824
C30 -5.631 7.327 23.447
C31 -6.868 8.320 23.368
C32 -7.790 7.897 22.199
H57 -5.214 5.390 22.464
H58 -6.766 5.376 23.319
H59 -5.199 7.284 24.466
H60 -4.850 7.695 22.787
H61 -6.425 9.334 23.253
H62 -7.281 8.326 24.370
H63 -8.210 8.690 21.550
H64 -8.605 7.337 22.687
O17 -9.998 5.517 23.325
S9 -9.437 4.225 23.648
O18 -8.119 4.141 24.243
C33 -10.515 3.156 24.559
C34 -9.951 1.768 24.134
C35 -9.838 1.766 22.579
C36 -9.547 3.216 22.177
H65 -11.487 3.239 24.088
H66 -10.511 3.342 25.630
H67 -8.925 1.746 24.370
H68 -10.578 0.957 24.542
H69 -10.719 1.407 22.117
H70 -9.119 1.122 22.168
H71 -10.284 3.727 21.600
H72 -8.603 3.251 21.656
O19 -4.180 9.745 24.796
C37 -3.413 10.117 23.943
O20 -3.102 9.499 22.847
C38 -2.258 10.292 21.954
C39 -1.967 11.516 22.853
O21 -2.709 11.280 24.023
H73 -1.380 9.690 21.663
H74 -2.857 10.562 21.078
H75 -2.386 12.428 22.462
H76 -0.894 11.610 23.116
O22 -12.844 5.452 22.951
C40 -12.436 6.166 23.862
O23 -12.139 7.444 23.743
C41 -11.572 7.968 24.986
C42 -11.837 6.845 25.953
O24 -12.223 5.743 25.132
H77 -10.566 8.215 24.810
H78 -12.156 8.858 25.178
H79 -12.595 7.162 26.696
H80 -10.954 6.454 26.461
O25 -7.826 6.796 26.571
C43 -7.712 5.708 27.044
O26 -6.540 5.070 27.139
C44 -6.668 3.869 27.787
C45 -8.161 3.651 27.918
O27 -8.681 4.943 27.554
H81 -6.270 3.113 27.083
H82 -6.100 3.966 28.722
H83 -8.523 3.455 28.925
H84 -8.583 2.873 27.200

Computed properties:
highest occupied orbital energy	-9.87	eV
charge	0
Kohn-Sham gap	10.13	eV

These are the Mulliken partial charges, in e, on atoms 1 to 5: -0.74, 1.16, -0.66, -1.05, -0.71

***

2.
This record from the Open Molecules 2025 dataset describes a cluster of 5 separate species, C45H88BrN4O10PS in total. The level of theory is ωB97M-V/def2-TZVPD.

Atoms and positions in Å:
C1 0.256 -4.120 0.082
C2 -0.782 -2.815 0.230
C3 -2.143 -2.995 -0.727
Br1 -1.414 -2.965 -2.634
C4 -3.284 -1.854 -0.449
C5 -3.545 -0.867 -1.778
O1 -2.499 -0.881 0.387
S1 -3.050 -0.628 1.979
O2 -3.481 0.790 2.412
O3 -2.303 -1.277 3.164
O4 -4.441 -1.615 1.803
C6 -4.634 -2.253 0.455
C7 -4.916 -3.787 0.875
C8 -6.317 -4.413 -0.027
C9 -6.022 -5.818 -0.986
O5 -6.241 -4.292 -1.577
P1 -6.299 -1.365 -0.040
O6 -6.187 0.189 0.376
H1 1.327 -3.692 -0.229
H2 -0.101 -4.868 -0.744
H3 0.425 -4.628 1.146
H4 -1.059 -2.802 1.381
H5 -0.139 -1.868 -0.098
H6 -2.481 -4.102 -0.579
H7 -4.022 -1.491 -2.654
H8 -4.280 0.038 -1.516
H9 -2.532 -0.320 -2.094
H10 -4.065 -4.549 0.826
H11 -5.350 -3.807 1.988
H12 -7.439 -4.331 0.545
H13 -5.070 -6.012 -0.355
H14 -5.477 -5.929 -1.987
H15 -7.453 -1.911 0.618
H16 -6.460 -1.326 -1.498
C10 -1.620 -1.461 8.084
C11 -0.070 -1.475 8.137
C12 0.438 -0.319 9.038
C13 0.328 1.050 8.383
C14 1.034 1.055 7.029
C15 0.534 -0.068 6.081
N1 0.491 -1.419 6.743
O7 1.814 -1.895 6.808
C16 -0.872 0.309 5.537
C17 1.426 -0.056 4.793
C18 0.237 -2.827 8.867
H17 -2.001 -2.286 7.470
H18 -2.044 -1.583 9.090
H19 -2.048 -0.537 7.708
H20 1.491 -0.493 9.308
H21 -0.116 -0.307 9.986
H22 -0.720 1.340 8.275
H23 0.786 1.804 9.033
H24 0.896 2.037 6.559
H25 2.113 0.948 7.199
H26 -1.355 -0.549 5.055
H27 -0.806 1.103 4.783
H28 -1.543 0.707 6.297
H29 2.490 -0.195 5.013
H30 1.350 0.904 4.270
H31 1.114 -0.838 4.091
H32 -0.085 -3.685 8.265
H33 -0.294 -2.883 9.826
H34 1.301 -2.951 9.101
C19 -1.024 4.525 -6.811
C20 -1.829 3.412 -6.090
C21 -3.038 4.033 -5.343
C22 -2.648 4.775 -4.073
C23 -1.837 3.869 -3.151
C24 -0.596 3.248 -3.847
N2 -0.921 2.630 -5.181
O8 -1.548 1.395 -4.929
C25 0.498 4.338 -4.012
C26 0.064 2.231 -2.857
C27 -2.383 2.561 -7.283
H35 -0.176 4.103 -7.364
H36 -1.656 5.052 -7.538
H37 -0.643 5.301 -6.153
H38 -3.758 3.244 -5.079
H39 -3.579 4.722 -6.007
H40 -2.088 5.682 -4.317
H41 -3.553 5.108 -3.552
H42 -1.528 4.443 -2.268
H43 -2.495 3.072 -2.779
H44 1.288 4.009 -4.697
H45 0.980 4.565 -3.053
H46 0.112 5.297 -4.358
H47 -0.624 1.440 -2.539
H48 0.393 2.731 -1.939
H49 0.946 1.760 -3.307
H50 -1.569 2.079 -7.838
H51 -2.933 3.193 -7.992
H52 -3.085 1.784 -6.960
C28 5.105 7.653 -7.290
C29 3.880 6.717 -7.465
C30 3.934 6.032 -8.856
C31 3.569 6.964 -10.003
C32 2.207 7.608 -9.757
C33 2.117 8.333 -8.388
N3 2.609 7.489 -7.243
O9 1.600 6.552 -6.950
C34 2.918 9.662 -8.458
C35 0.642 8.820 -8.186
C36 4.129 5.618 -6.376
H53 5.097 8.130 -6.303
H54 6.041 7.086 -7.369
H55 5.183 8.435 -8.040
H56 3.248 5.172 -8.874
H57 4.936 5.620 -9.036
H58 4.341 7.727 -10.136
H59 3.538 6.396 -10.940
H60 1.992 8.310 -10.572
H61 1.437 6.827 -9.818
H62 3.073 10.087 -7.460
H63 2.383 10.418 -9.047
H64 3.885 9.564 -8.951
H65 -0.084 8.001 -8.227
H66 0.348 9.523 -8.975
H67 0.526 9.337 -7.226
H68 4.083 6.043 -5.367
H69 5.122 5.167 -6.496
H70 3.410 4.792 -6.434
C37 1.448 -9.438 6.097
C38 2.607 -8.631 5.454
C39 3.682 -8.307 6.525
C40 3.261 -7.210 7.491
C41 2.846 -5.954 6.728
C42 1.748 -6.225 5.665
N4 2.065 -7.401 4.781
O10 3.031 -6.976 3.850
C43 0.386 -6.442 6.381
C44 1.515 -4.906 4.853
C45 3.224 -9.660 4.447
H71 0.687 -9.696 5.351
H72 1.819 -10.379 6.522
H73 0.952 -8.932 6.920
H74 4.616 -7.999 6.032
H75 3.930 -9.212 7.097
H76 2.450 -7.558 8.136
H77 4.097 -6.970 8.158
H78 2.501 -5.199 7.445
H79 3.737 -5.530 6.246
H80 -0.361 -6.860 5.696
H81 -0.021 -5.495 6.757
H82 0.450 -7.082 7.260
H83 2.426 -4.540 4.368
H84 1.176 -4.095 5.508
H85 0.747 -5.049 4.084
H86 2.512 -9.913 3.652
H87 3.490 -10.595 4.956
H88 4.146 -9.295 3.978

Computed properties:
energy relative to the best compared isomer or geometry (same formula, charge and spin)	1075.5	kJ/mol
highest occupied orbital energy (alpha / beta)	-8.92 / -9.46	eV
charge	0
spin multiplicity	5
Kohn-Sham gap (alpha / beta)	7.93 / 8.47	eV

These are the Mulliken partial charges, in e, on atoms 1 to 5: -0.78, 0.20, -0.92, -0.09, 0.76

***

3.
This record from the Open Molecules 2025 dataset describes a structure of composition C45H90BCl32I2NO6PSi. The level of theory is ωB97M-V/def2-TZVPD.

Atoms and positions in Å:
C1 0.391 -2.164 2.676
C2 0.732 -0.702 2.433
O1 0.722 0.058 3.389
N1 1.001 -0.271 1.169
C3 1.066 -1.268 0.169
C4 2.349 -2.088 0.119
O2 0.178 -1.532 -0.601
B1 0.486 1.160 0.787
C5 -1.082 1.422 1.252
C6 -2.065 0.278 1.024
O3 -2.897 0.087 2.219
Si1 -4.356 0.859 2.191
C7 -4.935 0.938 3.983
C8 -4.297 2.621 1.562
C9 -5.668 -0.088 1.208
C10 1.314 2.451 1.515
P1 2.764 2.234 2.546
O4 3.746 3.327 2.295
O5 2.331 2.300 4.097
O6 3.568 0.846 2.371
C11 0.594 1.462 -0.859
I1 -1.172 1.807 -2.001
C12 1.754 1.507 -1.518
C13 3.094 1.310 -0.855
I2 1.989 1.907 -3.620
H1 -0.423 -2.514 2.043
H2 0.128 -2.240 3.725
H3 1.260 -2.806 2.510
H4 2.989 -1.810 0.960
H5 2.132 -3.149 0.208
H6 2.904 -1.851 -0.788
H7 -1.441 2.385 0.885
H8 -1.034 1.546 2.338
H9 -1.577 -0.679 0.872
H10 -2.736 0.477 0.182
H11 -5.124 -0.047 4.408
H12 -4.230 1.495 4.600
H13 -5.875 1.502 3.994
H14 -3.598 3.195 2.174
H15 -3.922 2.661 0.537
H16 -5.275 3.100 1.628
H17 -5.419 -1.148 1.222
H18 -6.633 0.093 1.681
H19 -5.692 0.297 0.188
H20 0.631 3.028 2.143
H21 1.645 3.149 0.749
H22 3.104 2.104 4.640
H23 4.387 1.021 1.897
H24 3.304 2.163 -0.209
H25 3.181 0.365 -0.326
H26 3.881 1.326 -1.608
Cl1 3.189 0.744 -7.483
C14 3.184 -1.025 -7.695
C15 2.682 -1.741 -6.469
Cl2 3.808 -1.592 -5.095
H27 4.195 -1.334 -7.945
H28 2.534 -1.246 -8.540
H29 2.580 -2.805 -6.686
H30 1.717 -1.359 -6.145
Cl3 -2.361 5.001 3.494
C16 -3.457 6.115 4.344
C17 -4.901 5.828 4.013
Cl4 -5.303 6.239 2.327
H31 -3.169 7.127 4.084
H32 -3.291 5.972 5.411
H33 -5.548 6.429 4.647
H34 -5.136 4.777 4.169
Cl5 5.577 -4.124 -8.024
C18 5.259 -4.768 -6.387
C19 6.432 -5.548 -5.849
Cl6 6.661 -7.087 -6.743
H35 4.364 -5.384 -6.433
H36 5.057 -3.912 -5.751
H37 6.266 -5.819 -4.814
H38 7.357 -4.980 -5.913
Cl7 -2.039 2.618 6.566
C20 -0.763 1.419 6.919
C21 -0.821 0.233 5.995
Cl8 -2.270 -0.761 6.307
H39 -0.869 1.117 7.959
H40 0.191 1.929 6.799
H41 0.045 -0.402 6.161
H42 -0.832 0.527 4.950
Cl9 -0.166 -3.350 6.235
C22 -1.336 -4.201 7.260
C23 -2.046 -5.326 6.558
Cl10 -3.150 -4.748 5.283
H43 -2.041 -3.456 7.626
H44 -0.782 -4.603 8.108
H45 -2.651 -5.870 7.282
H46 -1.347 -6.021 6.098
Cl11 -3.113 -8.865 2.424
C24 -3.822 -7.253 2.727
C25 -5.324 -7.266 2.626
Cl12 -5.887 -7.531 0.954
H47 -3.382 -6.552 2.022
H48 -3.525 -6.962 3.731
H49 -5.716 -6.303 2.946
H50 -5.756 -8.044 3.250
Cl13 -4.988 2.338 -2.428
C26 -6.639 2.518 -3.063
C27 -7.388 3.649 -2.406
Cl14 -7.775 3.314 -0.700
H51 -7.154 1.569 -2.935
H52 -6.546 2.723 -4.129
H53 -8.335 3.804 -2.921
H54 -6.814 4.572 -2.443
Cl15 -4.603 9.081 4.840
C28 -5.701 10.199 5.693
C29 -7.146 9.938 5.361
Cl16 -7.535 10.356 3.670
H55 -5.412 11.215 5.435
H56 -5.539 10.052 6.760
H57 -7.794 10.546 5.995
H58 -7.402 8.892 5.513
Cl17 -1.993 6.044 -4.815
C30 -1.071 4.511 -4.827
C31 -1.731 3.466 -5.688
Cl18 -3.269 2.887 -4.985
H59 -0.966 4.172 -3.800
H60 -0.082 4.737 -5.221
H61 -1.076 2.600 -5.773
H62 -1.937 3.848 -6.685
Cl19 5.360 2.507 -9.265
C32 5.518 4.237 -8.880
C33 5.593 4.477 -7.394
Cl20 4.057 4.128 -6.563
H63 4.674 4.760 -9.324
H64 6.432 4.590 -9.355
H65 5.821 5.526 -7.208
H66 6.367 3.868 -6.933
Cl21 3.428 1.792 7.003
C34 4.450 0.395 7.417
C35 4.105 -0.829 6.611
Cl22 2.516 -1.516 7.033
H67 4.349 0.209 8.483
H68 5.479 0.685 7.209
H69 4.843 -1.607 6.804
H70 4.098 -0.615 5.545
Cl23 -9.541 10.457 7.609
C36 -10.686 9.410 6.726
C37 -11.785 8.894 7.619
Cl24 -11.180 7.735 8.829
H71 -10.119 8.596 6.282
H72 -11.113 10.012 5.926
H73 -12.525 8.371 7.016
H74 -12.278 9.705 8.149
Cl25 6.777 -0.536 -2.530
C38 7.923 -1.885 -2.728
C39 7.461 -2.869 -3.771
Cl26 6.012 -3.760 -3.248
H75 8.046 -2.366 -1.760
H76 8.877 -1.455 -3.030
H77 8.243 -3.607 -3.953
H78 7.226 -2.373 -4.712
Cl27 4.140 -5.058 -11.770
C40 4.167 -6.829 -11.968
C41 3.688 -7.547 -10.732
Cl28 4.824 -7.375 -9.373
H79 5.182 -7.121 -12.225
H80 3.513 -7.065 -12.806
H81 3.598 -8.612 -10.943
H82 2.719 -7.175 -10.409
Cl29 2.615 -5.787 -3.699
C42 1.398 -7.076 -3.563
C43 1.283 -7.874 -4.837
Cl30 0.582 -6.921 -6.171
H83 0.451 -6.615 -3.293
H84 1.711 -7.729 -2.750
H85 0.626 -8.728 -4.677
H86 2.254 -8.238 -5.164
Cl31 7.289 -4.247 0.339
C44 8.311 -5.692 0.530
C45 9.182 -5.940 -0.674
Cl32 8.235 -6.430 -2.103
H87 7.658 -6.539 0.727
H88 8.938 -5.525 1.405
H89 9.877 -6.751 -0.461
H90 9.754 -5.055 -0.939

Computed properties:
energy relative to the best compared isomer or geometry (same formula, charge and spin)	0.0	kJ/mol
highest occupied orbital energy	-5.53	eV
charge	-1
Kohn-Sham gap	7.08	eV

These are the Mulliken partial charges, in e, on atoms 1 to 5: -1.09, 0.08, -0.39, 1.20, 0.05

***

Record-wise calculated total energy values, in Ha: -7380.12988; -6051.57607; -18252.42864